(1)
154
Properties=species:S:1:pos:R:3 method="wB97M-V/def2-TZVPD" fmax_ev_per_a=2.789 homo_energy_ev=-12.05 charge=+1 spin_multiplicity=1
C 1.71092 -2.61046 3.47459
C 3.10349 -2.68412 2.89955
O 3.98548 -3.27358 3.49806
O 3.35941 -2.04281 1.72584
C 3.30600 -2.93630 0.57884
C 3.84220 -2.19072 -0.63505
C 2.77456 -1.96867 -1.71229
C 1.60575 -1.12991 -1.15810
C 1.24439 0.06538 -2.05884
C -0.10149 0.67162 -1.57708
C 0.19883 1.51673 -0.33096
C -0.84022 2.57543 0.07498
N -2.09364 2.12057 0.75756
P -1.45513 1.03766 2.17316
O -2.75758 0.90823 3.12549
Cl -1.24155 -0.89125 1.47292
C -2.99811 1.33336 -0.16807
C -3.29948 1.98787 -1.51670
C -4.25105 0.83474 0.59094
C -5.37058 0.31279 -0.29885
C -5.04883 -0.88750 -1.18763
C -4.85708 -2.17275 -0.40385
F -3.56976 -2.13813 0.06577
F -5.63435 -2.22217 0.68960
C -4.97067 -3.46986 -1.26761
F -5.56816 -3.25986 -2.45041
F -3.72656 -3.89234 -1.54249
C -5.68287 -4.65567 -0.55825
F -5.41960 -5.74581 -1.29350
F -5.11290 -4.86311 0.63854
C -7.24077 -4.51596 -0.49143
F -7.72706 -5.15668 -1.56763
F -7.63905 -3.23733 -0.62001
C -7.91073 -5.19293 0.74507
F -7.34746 -6.36948 1.02624
F -9.18370 -5.45789 0.38218
C -8.02034 -4.29067 1.99629
F -8.82601 -3.25339 1.81077
F -6.82071 -3.86229 2.40259
F -8.54104 -5.03538 2.98051
O -4.79226 1.77989 1.49949
C -4.39207 3.10063 1.26946
I -5.59082 4.26083 2.60034
C -2.84959 3.34341 1.32116
O -2.66609 4.45106 0.49006
C -2.41465 3.87134 2.69673
C -0.93516 4.08775 3.02472
O -0.25236 4.94914 2.51209
Cl -0.16894 3.07466 4.30240
H 1.64557 -3.21609 4.36620
H 1.45743 -1.59396 3.76731
H 1.00547 -2.96122 2.72210
H 2.27814 -3.28742 0.46342
H 3.95091 -3.77969 0.81552
H 4.68980 -2.73208 -1.03676
H 4.16100 -1.20966 -0.28582
H 2.41164 -2.96570 -1.96501
H 3.20688 -1.56374 -2.62325
H 1.85470 -0.80792 -0.14717
H 0.73957 -1.78309 -1.04479
H 1.13509 -0.35683 -3.05317
H 2.05354 0.78539 -1.97289
H -0.45671 1.28592 -2.40057
H -0.72097 -0.19484 -1.36038
H 1.04058 2.13008 -0.65331
H 0.61360 0.92654 0.47936
H -1.04281 3.14499 -0.82003
H -0.29806 3.28980 0.68408
H -2.66097 0.05482 3.57526
H -2.52254 0.39930 -0.44806
H -3.79252 1.26292 -2.15192
H -2.41319 2.25647 -2.07855
H -3.94749 2.86429 -1.50153
H -3.89737 -0.00285 1.18996
H -6.20357 0.04528 0.34296
H -5.74457 1.12840 -0.91485
H -5.89340 -1.01688 -1.85903
H -4.16478 -0.78316 -1.81182
H -4.77981 3.37722 0.29082
H -3.15159 4.34380 -0.34095
H -2.88172 3.38033 3.54394
H -2.78064 4.89021 2.73703
C 9.13444 -2.51962 3.12256
C 8.08156 -1.61892 3.75932
C 6.82289 -1.47214 2.89838
C 7.09315 -0.81096 1.62449
N 7.31368 -0.30580 0.61749
H 9.49294 -2.10746 2.17763
H 9.99404 -2.62522 3.78371
H 8.73314 -3.51616 2.93035
H 8.51528 -0.63632 3.95562
H 7.79092 -2.03735 4.72406
H 6.07768 -0.88867 3.44138
H 6.37856 -2.45089 2.71167
C 10.48616 -3.52009 -1.34988
C 9.88688 -2.66018 -2.45798
C 8.51647 -2.08384 -2.08743
C 7.50604 -3.12089 -1.89547
N 6.71326 -3.93721 -1.74131
H 9.86730 -4.39389 -1.14079
H 11.47313 -3.87853 -1.63692
H 10.59210 -2.94758 -0.42647
H 9.80848 -3.24979 -3.37427
H 10.56372 -1.83106 -2.67098
H 8.17883 -1.41324 -2.87977
H 8.59301 -1.48360 -1.17994
C 10.64238 -9.04549 -2.74333
C 11.11873 -7.83705 -3.54123
C 12.46790 -7.29519 -3.05821
C 12.40013 -6.78181 -1.69141
N 12.34659 -6.38386 -0.61662
H 10.47883 -8.79115 -1.69516
H 9.69982 -9.41703 -3.14464
H 11.37111 -9.85683 -2.78887
H 10.36405 -7.04953 -3.49229
H 11.21661 -8.11907 -4.59098
H 12.79321 -6.48844 -3.71754
H 13.22877 -8.07537 -3.11534
C -6.12795 8.19389 0.22026
C -4.82397 8.37808 -0.55071
C -4.84311 7.74033 -1.94279
C -4.97022 6.28050 -1.88033
N -5.07094 5.13570 -1.83108
H -6.33254 7.13844 0.40355
H -6.06672 8.69427 1.18648
H -6.97307 8.61692 -0.32495
H -3.99674 7.96381 0.03121
H -4.63058 9.44448 -0.66635
H -3.92079 7.98421 -2.46196
H -5.65510 8.15197 -2.52966
C -1.90092 11.16838 -5.80379
C -2.62916 9.96743 -6.39748
C -4.14507 10.01733 -6.17729
C -4.50172 9.95119 -4.76179
N -4.77916 9.90717 -3.64846
H -2.02020 11.21217 -4.72001
H -0.83422 11.10763 -6.01665
H -2.27573 12.10182 -6.22650
H -2.22250 9.04834 -5.97073
H -2.43922 9.93029 -7.47090
H -4.61670 9.17973 -6.69414
H -4.55812 10.92900 -6.61172
C -6.55178 -2.08461 5.05442
C -5.29238 -2.44660 5.83420
C -5.23838 -1.79691 7.21969
C -5.16760 -0.33922 7.13272
N -5.11550 0.80496 7.06344
H -6.60804 -1.01127 4.86332
H -6.55689 -2.59225 4.09114
H -7.44833 -2.38203 5.60143
H -4.41065 -2.15642 5.25785
H -5.24991 -3.53032 5.95606
H -4.36103 -2.15721 7.75940
H -6.11068 -2.08769 7.80696

---

(2)
15
Properties=species:S:1:pos:R:3 method="wB97M-V/def2-TZVPD" fmax_ev_per_a=5.688 relative_energy_kcal_mol=150.7 homo_energy_ev=-9.16 spin_multiplicity=1
C -1.52065 0.33746 0.99000
N -1.25027 1.58008 0.76621
N -0.21520 2.23667 -0.02123
C 0.60740 1.52318 -0.78590
C 0.77080 0.03451 -0.72628
C 0.72966 -0.53652 0.69598
C -0.78992 -0.93624 0.34482
N -0.39838 -0.80593 -1.20561
H -2.32229 -0.00919 1.74749
H 1.35471 2.16520 -1.45701
H 1.69037 -0.17318 -1.38607
H 1.15313 -1.49261 0.58521
H 1.14224 -0.28796 1.61490
H -1.17848 -1.87520 0.29504
H 0.22690 -1.76028 -1.45756

---

(3)
8
Properties=species:S:1:pos:R:3 method="wB97M-V/def2-TZVPD" fmax_ev_per_a=3.185 relative_energy_kcal_mol=22.2 homo_energy_ev=-3.53 charge=-1 spin_multiplicity=1
N -0.48784 0.85099 0.98402
N -0.05888 0.58332 -0.36008
O 0.50486 -1.77036 0.32191
O 0.22826 -1.40682 -1.99563
S 0.86636 -0.86344 -0.79316
H 0.04965 0.13805 1.44464
H -0.13781 1.80411 1.23752
H -0.96461 0.66414 -0.83922